#one
{"formula": "C4H8ClN", "method": "the ωB97M-V functional and the def2-TZVPD basis", "e_homo_ev": -8.25, "homo_lumo_gap_ha": 0.335, "total_charge": 0, "species": ["C", "C", "C", "C", "N", "Cl", "H", "H", "H", "H", "H", "H", "H", "H"], "coordinates": [[0.8629, -1.4276, 0.4848], [-0.5983, 1.0532, 1.1621], [-0.1756, 0.7192, -1.3506], [-0.5375, 0.0712, -0.0065], [1.3381, -2.1636, -0.4347], [-1.9609, -0.9797, -0.0870], [0.9866, -1.2634, 1.5350], [0.3289, 1.3895, 1.4935], [-1.0200, 0.5941, 2.0902], [-1.1612, 2.0056, 0.8632], [-1.0007, 1.3842, -1.7032], [0.7679, 1.3429, -1.3177], [-0.0788, -0.0770, -2.2586], [2.2484, -2.6489, -0.4705]], "lowdin_charge": [-0.108, -0.158, -0.167, -0.824, 0.057, 0.580, 0.059, 0.038, 0.080, 0.107, 0.070, 0.086, 0.116, 0.063]}

#two
{"formula": "C4H8ClN", "method": "the ωB97M-V functional and the def2-TZVPD basis", "e_homo_ev": [-7.95, -9.30], "homo_lumo_gap_ha": [0.274, 0.351], "total_charge": 0, "species": ["C", "C", "C", "C", "N", "Cl", "H", "H", "H", "H", "H", "H", "H", "H"], "coordinates": [[-1.1142, -0.6803, -0.8014], [-1.2200, -0.6997, 0.7267], [-0.2306, 0.1661, -0.0108], [0.1886, 1.5855, -0.0431], [2.0558, -1.1265, -0.1218], [3.1002, 0.1684, 0.1102], [-0.7621, -1.5682, -1.3773], [-1.8641, -0.1622, -1.4555], [-2.1926, -0.4733, 1.2778], [-0.6451, -1.4086, 1.2016], [-0.2526, 1.9845, -0.9007], [1.2258, 1.6828, -0.3092], [-0.0857, 1.9843, 0.9462], [1.7966, -1.4528, 0.7572]], "lowdin_charge": [-0.144, -0.103, -0.248, -0.078, -0.413, 0.500, 0.107, 0.116, 0.125, 0.050, 0.062, 0.002, 0.099, -0.077]}

What should be chosen as the most stable of them? Choose #one.

#one
{"formula": "CH3O4P", "method": "the ωB97M-V functional and the def2-TZVPD basis", "e_homo_ev": -10.82, "homo_lumo_gap_ha": 0.392, "total_charge": 0, "species": ["C", "O", "O", "O", "O", "P", "H", "H", "H"], "coordinates": [[-0.9969, 0.0123, 0.0826], [2.0547, -1.1635, 0.6234], [-0.1190, -0.5826, -0.4436], [-2.1994, -0.5082, 0.1384], [1.4973, 1.3437, 0.2503], [1.6814, 0.0021, -0.1737], [-0.8293, 0.8638, 0.6005], [1.7469, -0.1302, -1.5363], [-2.8356, 0.1627, 0.4583]], "lowdin_charge": [-0.303, -0.318, 0.028, 0.172, -0.307, 0.417, 0.120, 0.042, 0.148]}

#two
{"formula": "CH3O4P", "method": "the ωB97M-V functional and the def2-TZVPD basis", "e_homo_ev": [-11.48, -11.52], "homo_lumo_gap_ha": [0.315, 0.279], "total_charge": 0, "species": ["C", "O", "O", "O", "O", "P", "H", "H", "H"], "coordinates": [[-1.1048, 0.0489, 0.0154], [0.9685, -1.8642, 0.5471], [1.3774, 1.4781, -0.0225], [1.3518, -0.1546, -1.4538], [1.0980, 0.6892, 0.9641], [0.6609, -0.6099, -0.1886], [-1.4554, -0.4373, 1.0328], [-1.1061, 1.0919, -0.0404], [-1.7904, -0.2421, -0.8541]], "lowdin_charge": [-0.130, -0.257, 0.030, -0.167, -0.116, 0.457, 0.103, 0.005, 0.076]}

What should be chosen as the most stable of them? Choose #one.

#one
{"formula": "C7H9N3O2", "method": "the ωB97M-V functional and the def2-TZVPD basis", "e_homo_ev": -8.47, "homo_lumo_gap_ha": 0.296, "total_charge": 0, "smiles": "[H]/N=C(/C#C)NN.O=C/C=C\\C=O", "species": ["H", "N", "C", "C", "C", "N", "N", "H", "H", "H", "H", "O", "C", "C", "C", "C", "O", "H", "H", "H", "H"], "coordinates": [[0.3631, 2.0987, -0.6814], [0.8035, 1.2112, -0.4345], [1.8016, 0.9770, -1.1784], [2.5871, -0.2283, -1.0347], [3.2815, -1.2110, -0.9450], [2.2551, 1.7830, -2.2229], [1.7362, 3.0734, -2.2932], [3.8815, -2.0833, -0.8467], [3.2344, 1.6596, -2.4898], [2.3854, 3.7605, -1.9271], [1.5295, 3.3103, -3.2620], [-4.4855, -3.2159, 2.1086], [-3.5155, -2.5907, 1.7349], [-3.0418, -1.3883, 2.4524], [-1.9837, -0.6343, 2.1205], [-1.0880, -0.8621, 0.9658], [-0.1498, -0.1343, 0.7454], [-2.9431, -2.9130, 0.8250], [-3.6392, -1.1291, 3.3265], [-1.7252, 0.2389, 2.7256], [-1.2870, -1.7221, 0.3111]], "lowdin_charge": [0.070, 0.117, -0.447, -0.057, 0.133, -0.078, 0.002, 0.027, 0.132, 0.085, 0.086, 0.045, -0.264, -0.048, -0.028, -0.231, -0.006, 0.118, 0.115, 0.120, 0.112]}

#two
{"formula": "C7H9N3O2", "method": "the ωB97M-V functional and the def2-TZVPD basis", "e_homo_ev": -8.29, "homo_lumo_gap_ha": 0.324, "total_charge": 0, "smiles": "COC(=O)Nc1cnccc1N", "species": ["C", "O", "C", "O", "N", "C", "C", "N", "C", "C", "C", "N", "H", "H", "H", "H", "H", "H", "H", "H", "H"], "coordinates": [[-4.0133, -0.3789, 0.1073], [-2.6493, -0.9294, -0.0787], [-1.6088, -0.2741, -0.3302], [-1.6609, 1.0131, -0.6559], [-0.5022, -0.8097, 0.2337], [0.8757, -0.5402, -0.0645], [1.6470, -1.5021, -0.2771], [2.9783, -1.5634, -0.2943], [3.6207, -0.4155, -0.0740], [2.9857, 0.7549, 0.0380], [1.4478, 0.7970, 0.0870], [0.7050, 2.0285, 0.1220], [-4.6274, 0.0021, -0.9532], [-3.9756, 0.6000, 0.6989], [-4.8919, -0.8815, 0.7390], [-0.5778, -1.5538, 0.9228], [1.1612, -2.4278, -0.1091], [4.8447, -0.4969, -0.0666], [3.3787, 1.8220, 0.2980], [-0.3497, 1.8966, 0.0969], [1.2122, 2.8591, -0.4400]], "lowdin_charge": [-0.041, -0.003, -0.519, -0.045, 0.153, -0.222, -0.182, 0.054, -0.228, -0.044, -0.135, 0.065, 0.158, 0.088, 0.116, 0.164, 0.119, 0.155, 0.125, 0.063, 0.158]}

What should be chosen as the most stable of them? Choose #two.

#one
{"formula": "C5H8OS", "method": "the ωB97M-V functional and the def2-TZVPD basis", "e_homo_ev": -9.11, "homo_lumo_gap_ha": 0.364, "total_charge": 0, "smiles": "O[C@H]1CC=C[C@H]1S", "species": ["O", "C", "C", "C", "C", "C", "S", "H", "H", "H", "H", "H", "H", "H", "H"], "coordinates": [[0.9118, -1.5158, -0.3315], [-0.0314, -0.8526, 0.4107], [0.7719, 0.1711, 1.2447], [0.5524, 1.4967, 0.5507], [-0.4388, 1.3590, -0.3719], [-0.9776, -0.0342, -0.4099], [-1.2497, -0.6554, -2.1435], [0.4124, -2.2367, -0.7504], [-0.6163, -1.5276, 1.0600], [0.4475, 0.0663, 2.2731], [1.8161, -0.1234, 1.1525], [1.1136, 2.3720, 0.7334], [-0.8079, 2.1901, -0.9879], [-1.9604, 0.0171, 0.0798], [0.0565, -0.7266, -2.5098]], "lowdin_charge": [-0.053, -0.462, -0.118, -0.049, -0.120, -0.595, 0.742, 0.086, 0.150, 0.111, 0.115, 0.085, 0.107, 0.115, -0.115]}

#two
{"formula": "C5H8OS", "method": "the ωB97M-V functional and the def2-TZVPD basis", "e_homo_ev": -8.81, "homo_lumo_gap_ha": 0.355, "total_charge": 0, "species": ["C", "C", "C", "C", "C", "O", "S", "H", "H", "H", "H", "H", "H", "H", "H"], "coordinates": [[0.6391, 1.5691, -0.2001], [-0.6243, 1.1125, -0.6693], [-0.1489, -2.1309, -0.0066], [0.5598, -1.0959, 0.4708], [-1.5810, 0.6751, 0.2039], [2.9763, 0.0087, 0.1595], [1.7181, -0.0371, -0.5749], [1.0168, 2.3987, -0.8004], [0.6052, 1.6848, 0.9525], [-0.7350, 0.7920, -1.7746], [-0.9429, -2.5285, 0.7929], [-0.2847, -2.3988, -1.0660], [0.6429, -0.7387, 1.4695], [-1.4032, 0.6248, 1.1968], [-2.4382, 0.0641, -0.1540]], "lowdin_charge": [-0.307, -0.326, -0.052, -0.346, -0.009, -0.550, 0.897, 0.087, 0.130, 0.136, 0.112, 0.065, 0.067, 0.018, 0.080]}

#three
{"formula": "C5H8OS", "method": "the ωB97M-V functional and the def2-TZVPD basis", "e_homo_ev": -8.90, "homo_lumo_gap_ha": 0.353, "total_charge": 0, "species": ["C", "C", "C", "C", "C", "O", "S", "H", "H", "H", "H", "H", "H", "H", "H"], "coordinates": [[1.0680, 0.0806, -1.0100], [2.1120, -0.5074, -0.3607], [0.5946, 0.7356, 1.2734], [-0.0890, 0.4377, -0.0448], [-1.0754, -0.6960, -0.0089], [3.0542, -0.2020, 2.1281], [1.8805, -0.6968, 1.4271], [0.8139, 0.1297, -2.1530], [3.1060, -0.7354, -0.7965], [1.2733, 1.5930, 1.1658], [-0.0862, 0.7421, 2.2187], [-0.6038, 1.2453, -0.6026], [-0.6012, -1.7053, 0.3890], [-1.1696, -0.9985, -1.0756], [-1.9840, -0.2544, 0.3661]], "lowdin_charge": [-0.122, -0.249, -0.243, -0.494, -0.097, -0.544, 0.881, 0.147, 0.089, 0.093, 0.126, 0.136, 0.123, 0.080, 0.074]}

#four
{"formula": "C5H8OS", "method": "the ωB97M-V functional and the def2-TZVPD basis", "e_homo_ev": -9.32, "homo_lumo_gap_ha": 0.375, "total_charge": 0, "smiles": "SC1([C@@H]2CO2)CC1", "species": ["S", "C", "C", "C", "O", "C", "C", "H", "H", "H", "H", "H", "H", "H", "H"], "coordinates": [[0.4102, 1.2734, 2.0813], [-0.1110, 0.3588, 0.6690], [1.0036, -0.0298, -0.1426], [1.1241, -1.0896, -1.1239], [1.7892, -1.2294, 0.1210], [-1.5328, -0.1150, 0.5253], [-1.0101, 0.9900, -0.4408], [0.4605, 0.0848, 2.6780], [1.6493, 0.6590, -0.5938], [1.6093, -1.0228, -2.0366], [0.2710, -1.7431, -1.1151], [-2.1749, 0.2618, 1.3429], [-1.6552, -1.1437, 0.0281], [-1.3925, 2.0609, -0.5241], [-0.4405, 0.6848, -1.4689]], "lowdin_charge": [0.828, -0.808, -0.397, -0.138, -0.022, -0.089, -0.110, -0.105, 0.134, 0.099, 0.109, 0.108, 0.127, 0.117, 0.146]}

What should be chosen as the most stable of them? Choose #one.